No. 1
13
Properties=species:S:1:pos:R:3:forces:R:3 method="wB97M-V/def2-TZVPD" homo_lumo_gap_ev=8.30 relative_energy_kcal_mol=98.6 max_force_ev_per_a=1.7
H -1.732274 -0.678848 1.964268 0.1697 0.0306 -0.1675
C -0.202867 -0.361533 0.452054 -0.0549 -0.2347 -1.7166
C 1.696070 0.457326 -0.277006 0.2336 0.2494 -0.3032
C 0.385005 0.280458 -1.050560 -0.2802 0.3955 0.4574
C -1.641082 -0.343421 0.924633 0.0597 0.0385 -0.0902
H -0.184249 1.164017 -1.314060 0.3589 0.2608 0.0439
H 0.444099 -0.398214 -1.922565 -0.4726 0.0550 0.8319
H 0.108655 -1.277292 -0.029225 0.1275 -1.1499 0.7959
H 2.246625 1.378327 -0.464775 0.1640 -0.1066 0.1064
C 0.821094 0.510453 0.933509 -0.2032 0.4897 -0.0519
H 2.363772 -0.402086 -0.393227 -0.1738 -0.0021 -0.0021
H -2.259034 -0.999893 0.305735 0.0262 0.0832 0.0692
H -2.045814 0.670705 0.871220 0.0451 -0.1093 0.0269

No. 2
68
Properties=species:S:1:pos:R:3:forces:R:3 method="wB97M-V/def2-TZVPD" charge=-1 homo_lumo_gap_ev="5.02 / 7.79" multiplicity=3 relative_energy_kcal_mol=0.0 max_force_ev_per_a=0.7 s2=2.0276
C -2.996861 0.521161 4.927051 0.0055 -0.0105 0.0007
C -1.619265 2.484229 5.137999 0.0069 -0.0191 -0.0368
C 0.124878 -2.794195 -0.704570 -0.0136 0.0264 -0.0225
H 5.324140 2.436051 1.440117 0.0147 -0.0112 0.0138
C -4.094842 -2.939216 0.318816 -0.0570 0.0426 -0.0031
H -4.423790 0.206509 6.492794 0.0018 -0.0041 -0.0052
H -3.279002 -0.365092 4.374885 0.0017 0.0010 -0.0003
F -4.710438 0.557156 -0.233336 0.0125 0.0185 -0.0036
Ti 0.250848 0.159502 0.273902 -0.3114 0.1015 0.0887
C -2.256518 2.807662 6.317564 -0.0322 0.0161 0.0575
H 2.158118 -2.133301 -0.427973 0.0115 0.0067 -0.0129
F -2.094665 -4.169856 0.441211 -0.0164 -0.0124 0.0076
C 3.125723 -0.107733 1.758552 -0.1801 0.1368 -0.1659
H 3.100860 7.090566 0.821579 -0.0022 0.0060 -0.0007
C 4.428685 1.836886 1.334065 -0.1440 0.0218 -0.0797
H -5.880009 -1.740146 0.253225 -0.0019 0.0027 0.0004
H 0.165768 0.319395 -3.110823 0.0011 0.0003 0.0012
H 2.946762 -1.073365 2.212888 0.0024 -0.0053 0.0005
H 0.301181 7.989288 2.883274 0.0004 0.0104 -0.0037
C 2.514253 -0.246131 -2.116968 0.0039 -0.0247 -0.0359
O -0.226135 3.028670 -1.882327 0.0041 0.0002 0.0419
N 3.435788 2.379764 0.572606 0.1597 0.0095 0.0814
C 2.199807 6.502526 0.687738 0.0068 0.0011 0.0031
C -1.973940 1.333718 4.417303 -0.0119 0.0301 0.0171
C 2.359603 1.655844 0.443553 -0.1925 -0.1912 0.0210
H 3.118757 5.080870 -0.644049 -0.0002 0.0007 -0.0013
H -1.975544 3.696596 6.867276 0.0059 0.0009 -0.0062
H 2.400489 0.794551 -2.414742 -0.0044 -0.0043 -0.0020
N 1.008523 8.014313 2.165121 0.0064 -0.0329 0.0105
C -3.931702 2.319758 8.040401 -0.0602 0.0279 0.1062
C 2.215661 5.390873 -0.137417 0.0091 0.0087 0.0109
C -3.635607 0.840279 6.107748 -0.0266 0.0067 0.0400
H 1.841190 -2.807355 -2.036397 0.0051 0.0053 -0.0040
N -4.462830 2.586833 9.025964 0.0051 0.0004 -0.0049
C -0.107174 4.996426 0.357080 -0.0020 0.0224 0.0130
C 1.034642 6.866999 1.359879 -0.0038 0.0125 -0.0111
H -0.996798 4.394872 0.223065 -0.0009 -0.0014 0.0000
C -4.070215 -0.608453 -0.048262 -0.0039 -0.0152 0.0170
H 0.377895 -3.651179 -0.069287 0.0073 -0.0003 0.0055
H -0.465898 -3.195633 -1.539757 0.0076 -0.0106 0.0014
H 1.907159 8.259957 2.550656 -0.0050 0.0081 -0.0028
H -0.690773 -1.111249 -2.521214 0.0041 0.0021 0.0089
H 0.646769 -1.300023 -3.683014 0.0019 0.0017 -0.0016
C -0.120920 6.104746 1.183056 -0.0025 -0.0036 0.0051
C 1.420756 -2.182548 -1.233357 -0.0317 -0.0376 0.0251
H 2.924734 -0.818212 -2.961508 -0.0005 0.0021 -0.0008
C -4.803456 -1.760965 0.183544 -0.0002 -0.0338 0.0055
F -1.998950 0.471146 -0.445127 -0.1061 -0.0147 -0.0215
C 4.304311 0.603770 1.939168 0.1136 0.0228 0.0472
C -3.270955 1.987115 6.814882 0.0901 -0.0371 -0.1589
H -0.831340 3.114467 4.748405 -0.0006 0.0049 0.0066
C -2.717711 -2.985983 0.250363 0.0792 0.0154 -0.0449
C -2.702181 -0.652001 -0.121810 0.0419 -0.0212 -0.0223
H 5.103311 0.199707 2.545808 -0.0065 -0.0017 0.0013
C 0.282574 -0.724919 -2.819220 -0.0185 -0.0091 -0.0097
N 1.221342 1.979325 -0.243644 0.0104 0.1019 -0.2965
N -0.599370 -1.740844 -0.024880 0.0164 -0.0564 0.0217
N 2.130282 0.402600 0.993752 0.5766 -0.1579 0.3215
S 1.080652 3.179647 -1.289421 0.0610 0.1132 -0.0350
F -4.766582 -4.085219 0.549900 0.0152 -0.0087 0.0016
C 1.060990 4.644963 -0.304768 -0.0198 -0.0637 -0.0394
H -1.031391 6.383373 1.701330 -0.0015 0.0024 -0.0011
C -1.948115 -1.829009 0.040234 -0.1363 -0.0290 0.0484
N 1.223353 -0.802533 -1.700345 0.0722 0.1015 0.0516
H 3.220102 -0.294939 -1.288760 -0.0031 -0.0033 0.0060
C -0.747492 0.719570 2.156061 0.0638 -0.0747 -0.1445
C -1.314548 1.002460 3.200464 -0.0033 -0.0063 0.0238
O 2.216760 3.264464 -2.176524 -0.0247 0.0085 0.0652

No. 3
60
Properties=species:S:1:pos:R:3:forces:R:3 method="wB97M-V/def2-TZVPD" homo_lumo_gap_ev="5.74 / 5.74" relative_energy_kcal_mol=0.0 max_force_ev_per_a=1.4
F -4.765029 -2.586044 0.144263 -0.0736 -0.0076 0.1243
C 1.444509 1.347247 -2.565456 0.0569 -0.1012 0.4447
H 2.909950 -2.071134 -1.976292 0.0040 -0.0009 -0.0066
S -3.226912 -1.810054 3.499601 -0.2749 0.0497 0.0429
F -6.010869 -0.839441 -0.045459 -0.0234 0.0722 -0.1089
F -1.161868 -2.949721 4.554420 0.0264 0.0384 0.0186
C 6.091952 -2.672214 -2.968225 -0.0404 0.0101 0.0146
F -1.063148 -0.786226 4.612648 -0.0017 0.0016 -0.0045
C 0.692644 0.479504 2.086935 -0.0239 -0.2220 -0.5212
O 0.298381 0.019450 0.949079 0.1288 -0.3864 0.4424
H 0.034768 3.260832 5.662752 0.0049 0.0192 0.0016
H -2.617679 3.670285 2.290348 -0.0073 -0.0047 -0.0196
C 2.574262 0.681822 -4.645568 -0.0737 -0.1542 -0.0083
S 1.324538 1.815303 -4.219398 -0.1592 0.1987 -0.1547
C 1.889620 -0.207696 2.654222 -0.0067 0.0957 0.1527
C 4.033792 -0.862408 -3.336107 -0.0689 -0.0016 -0.0759
C -1.434321 -1.839220 3.877171 0.1055 0.0240 0.1647
H 2.240373 -0.965641 1.960959 -0.0262 0.0087 -0.0247
O -3.416535 -2.985410 2.699656 -0.0385 0.1673 0.0278
C 0.032673 1.540950 2.717904 0.1036 0.2036 0.4446
C -5.196540 -1.500410 0.766044 0.1862 -0.1037 -0.0986
O -2.672288 -0.862013 0.285535 0.1150 0.3860 0.3857
H 7.201956 -1.433079 -4.321545 0.0099 -0.0022 -0.0029
C -1.359136 3.574936 4.024990 0.1402 0.0377 0.2514
F -0.693832 -1.837962 2.762069 -0.0129 -0.0481 -0.1486
C -1.073029 2.186924 2.099143 -0.0117 0.0836 0.0725
C -2.368581 0.591873 -3.249352 0.3152 -0.2069 0.6145
S -3.761552 -0.350963 1.177150 0.1419 0.1761 0.1458
C 0.427379 1.969198 4.029584 -0.0820 -0.1287 -0.3244
H 1.256531 1.477311 4.516501 0.0314 -0.0136 -0.0020
S 3.053747 0.419318 -6.193754 0.0929 -0.0170 -0.0079
C 5.235969 -0.667187 -3.994959 0.0598 -0.0181 0.0153
H 2.683735 0.517092 2.837944 0.0099 -0.0166 0.0049
O 0.397510 -2.091353 -1.754368 -0.1483 0.1981 0.1092
C 6.262121 -1.581304 -3.807122 0.0043 0.0098 -0.0153
H 5.367697 0.181971 -4.647688 -0.0086 0.0050 -0.0043
O -1.804272 -0.135183 -3.999896 -0.0943 0.0977 0.0020
C -3.400169 1.663575 -3.661405 0.0413 -0.1148 -0.2198
N 2.963217 0.077427 -3.486571 0.1714 0.0011 0.2570
C 4.885019 -2.848710 -2.305191 0.0258 0.0189 -0.0290
S 0.453597 2.119526 -1.330166 -0.4572 -0.3383 -0.0125
N -3.420235 -0.439735 2.695383 0.0586 -0.2661 -0.2275
N 2.326578 0.444650 -2.320495 -0.0387 0.0966 -0.2562
H 6.896874 -3.381264 -2.829472 0.0051 -0.0060 0.0009
H 1.635081 -0.679019 3.604709 0.0160 0.0127 -0.0043
O -1.464334 1.859696 0.914467 -0.0914 -0.3398 -0.2130
C 3.851915 -1.944516 -2.488632 -0.0119 -0.0398 0.0054
Cl -4.592916 1.939659 -2.409973 -0.0708 -0.0139 0.0960
C -0.093633 -1.184072 -1.309763 0.1654 -0.2759 -0.1751
Mo -1.027932 0.494092 -0.410784 -0.2814 1.1224 -0.7031
H -1.896765 4.354729 4.549409 0.0065 -0.0068 0.0182
O -4.231100 0.963295 0.865531 0.0854 -0.0972 -0.0922
Cl -2.438012 3.133861 -3.934098 0.0048 0.0100 0.0207
C -1.768415 3.216733 2.779703 0.1666 -0.1954 -0.0448
C -0.248707 2.953883 4.666654 -0.2366 0.1423 -0.0902
H 4.741432 -3.695656 -1.648058 0.0063 -0.0140 0.0082
O -2.131634 0.596228 -1.918671 0.0039 -0.0687 -0.2312
F -5.861075 -1.821642 1.863852 0.0359 0.0075 -0.0023
Cl -4.175966 1.145324 -5.152911 0.0027 0.0867 0.0078
O -3.831330 -1.667406 4.782731 0.0321 -0.1711 -0.0651

No. 4
18
Properties=species:S:1:pos:R:3:forces:R:3 method="wB97M-V/def2-TZVPD" charge=-1 homo_lumo_gap_ev="6.48 / 6.89" relative_energy_kcal_mol=89.0 max_force_ev_per_a=4.5
H -0.893474 1.655010 0.648873 0.1876 -0.0462 -0.2611
H -3.042182 0.630943 -0.012722 -0.1275 0.0743 0.0357
C -1.096742 -0.147600 -0.534714 -0.2481 0.0385 0.0154
S 0.256688 0.037433 1.898466 -0.1836 0.6677 0.1334
C -2.503227 -0.316167 0.019238 0.1933 0.0007 -0.0973
N 2.675766 0.968683 -0.036408 -3.8959 0.6300 -1.8381
C 0.846317 1.312923 -0.521993 4.3227 -0.2209 1.2755
C -0.251213 0.822749 0.311732 -0.3516 -0.5452 0.6060
S 1.378313 -2.824168 0.414826 -0.0479 -0.3589 0.1917
H 0.861859 2.347361 -0.830124 0.1243 0.1939 -0.3271
H 2.687679 -0.017380 0.256278 0.1827 -0.0698 0.2251
H -2.453554 -0.656377 1.049768 -0.0579 -0.0503 0.1222
H -0.585123 -1.110714 -0.574442 0.0856 0.0260 -0.0379
O 3.575432 1.350115 -0.814144 -0.3736 -0.0929 0.5603
H 0.731646 -1.152504 1.343708 0.1170 -0.3290 -0.1532
H 2.011483 -2.097809 -0.498158 0.2148 0.1816 -0.3716
H -1.145501 0.247109 -1.554348 -0.0347 -0.0399 -0.0624
H -3.054174 -1.049611 -0.565838 -0.1072 -0.0594 -0.0166